Entry 1:
A structure of composition C14H33LiN2O6, computed with ωB97M-V/def2-TZVPD.

The geometry in XYZ format:
```
56
Properties=species:S:1:pos:R:3:mulliken_charge:R:1
Li 8.6494 24.5028 27.4767 0.123
C 11.0663 23.6547 29.6076 -1.373
C 9.9343 24.2516 28.7710 0.682
O 8.7808 24.0589 29.1431 -0.801
O 10.1506 24.9396 27.8171 -0.803
H 10.9052 22.5780 29.5550 0.358
H 11.0761 24.1431 30.5820 0.410
H 12.0100 24.0019 29.1870 0.324
C 7.6206 24.0855 22.9124 -0.562
O 7.9383 25.1714 23.8470 -0.424
C 9.3034 25.1675 24.3223 0.199
C 9.4366 26.1204 25.5787 -1.125
N 8.2816 25.9267 26.4692 -0.091
C 8.2520 26.9452 27.5407 -0.942
C 7.1450 26.4961 28.6144 -0.508
O 7.2052 25.1256 28.7640 0.141
C 6.0215 24.6379 29.4238 -1.107
H 8.2611 23.9596 22.0395 0.317
H 6.5899 24.3017 22.6314 0.217
H 7.5941 23.1825 23.5223 0.117
H 9.9887 25.5505 23.5661 0.618
H 9.6514 24.1630 24.5631 -0.373
H 9.3892 27.1092 25.1224 0.520
H 10.4109 26.0677 26.0646 0.396
H 7.4558 25.8211 25.8974 0.355
H 8.1505 27.9808 27.2163 0.534
H 9.1561 26.9642 28.1491 0.251
H 6.2025 26.8215 28.1739 0.318
H 7.4006 26.9982 29.5474 0.472
H 5.1398 25.0573 28.9392 0.390
H 5.9243 25.0113 30.4433 0.281
H 6.0351 23.5578 29.5696 0.325
C 4.5478 23.0901 24.7125 -0.886
O 5.8613 22.9683 25.3161 -0.242
C 6.0976 23.4947 26.6706 -0.568
C 7.3072 22.6792 27.1930 -1.250
N 8.5172 23.3586 26.8101 2.271
C 9.6816 22.5633 27.0377 -0.918
C 9.8951 21.4762 25.9306 -1.049
O 10.0329 22.1190 24.7199 -0.274
C 10.2736 21.3146 23.5218 -0.940
H 4.4918 24.0326 24.1680 0.289
H 3.7526 22.8448 25.4166 0.335
H 4.4764 22.3324 23.9322 0.260
H 5.3211 23.1816 27.3685 0.613
H 6.2976 24.5643 26.7343 0.119
H 7.1102 21.6813 26.8013 0.618
H 7.2985 22.5515 28.2755 0.547
H 8.3853 23.4736 25.8154 -0.908
H 9.9089 22.1819 28.0332 0.201
H 10.5164 23.2308 26.8242 0.606
H 9.1233 20.7101 26.0046 0.466
H 10.7539 20.8823 26.2432 0.517
H 9.7164 21.6615 22.6516 0.248
H 10.0993 20.2505 23.6813 0.378
H 11.3386 21.2733 23.2936 0.324
```

- charge = 0
- relative energy (zero: lowest compared OMol25 entry of this formula, charge and spin) (kcal per mole) = 204.26
- orbital gap (eV) = 8.3357

---

Entry 2:
A structure of composition C2H7N3OS, computed with ωB97M-V/def2-TZVPD.

The geometry in XYZ format:
```
14
Properties=species:S:1:pos:R:3:mulliken_charge:R:1
C -0.4906 -1.8665 -0.1938 -0.727
C 0.1281 0.5999 -0.3418 0.607
H 0.3861 -2.4487 0.7348 0.188
H -1.5673 -1.7709 0.5436 0.231
H -0.7661 -2.7776 -1.1968 0.249
H -0.4135 -0.6473 -1.9423 0.257
H -1.4754 1.4884 -0.4031 0.288
H -0.1848 2.7007 0.7331 0.341
H 2.8479 0.3758 1.8415 0.155
N -0.2452 -0.6696 -0.9919 -0.170
N -0.5037 1.7793 -0.8709 -0.413
N 0.8093 0.7025 0.7586 -0.461
O -0.1241 2.9675 -0.3454 -0.346
S 1.5992 -0.4333 1.6745 -0.199
```

- charge = 0
- relative energy (zero: lowest compared OMol25 entry of this formula, charge and spin) (kcal per mole) = 134.53
- orbital gap (eV) = 8.7332

---

| no. | electronic energy (eV) |
| --- | --- |
| 1 | -30515.1151 |
| 2 | -19534.0067 |